{"formula": "C29H33F9N2O31", "method": "ωB97M-V/def2-TZVPD", "charge": 0, "smiles": "O=C1OC[C@@H](F)O1.O=C1OC[C@@H](F)O1.O=C1OC[C@@H](F)O1.O=C1OC[C@@H](F)O1.O=C1OC[C@@H](F)O1.O=C1OC[C@@H](F)O1.O=C1OC[C@@H](F)O1.O=C1OC[C@@H](F)O1.O=C1OC[C@@H](F)O1.C[N+](=O)[O-].C[N+](=O)[O-]", "total_energy_ev": -121513.0690, "orbital_gap_ev": 10.81, "lumo_energy_ev": 0.08, "de_lowest_ev": 0.208, "multiplicity": 1, "symbols": ["C", "C", "O", "C", "O", "O", "F", "H", "H", "H", "C", "C", "O", "C", "O", "O", "F", "H", "H", "H", "C", "C", "O", "C", "O", "O", "F", "H", "H", "H", "C", "C", "O", "C", "O", "O", "F", "H", "H", "H", "C", "C", "O", "C", "O", "O", "F", "H", "H", "H", "C", "C", "O", "C", "O", "O", "F", "H", "H", "H", "C", "C", "O", "C", "O", "O", "F", "H", "H", "H", "C", "C", "O", "C", "O", "O", "F", "H", "H", "H", "C", "C", "O", "C", "O", "O", "F", "H", "H", "H", "C", "N", "O", "O", "H", "H", "H", "C", "N", "O", "O", "H", "H", "H"], "positions_angstrom": [[-3.336813, 8.487449, -22.493319], [-2.654477, 7.769138, -21.348797], [-3.720728, 7.270893, -20.609308], [-4.845780, 8.009951, -20.938556], [-5.867002, 7.934089, -20.348752], [-4.581505, 8.841859, -21.959387], [-1.960787, 8.729217, -20.692758], [-3.447713, 7.924854, -23.424902], [-2.703369, 9.331785, -22.773798], [-1.934692, 7.027352, -21.705345], [-1.101852, 13.250442, -29.100862], [-2.008842, 12.290485, -29.864908], [-1.622013, 11.058161, -29.319962], [-0.887442, 11.223335, -28.198374], [-0.468759, 10.286769, -27.570231], [-0.778518, 12.493410, -27.938579], [-1.573784, 12.230545, -31.182485], [-1.482183, 14.241046, -28.885916], [-0.198145, 13.369399, -29.702512], [-3.076893, 12.491851, -29.883932], [2.179127, 11.116179, -23.293821], [0.970990, 12.059208, -23.349050], [1.346205, 12.833937, -24.463186], [2.251756, 12.228644, -25.237502], [2.560668, 12.648417, -26.304914], [2.578313, 11.037099, -24.670372], [0.748231, 12.812555, -22.266480], [1.968600, 10.103274, -22.956900], [3.009834, 11.476088, -22.683113], [0.100492, 11.436426, -23.563470], [-5.718620, 16.512589, -27.743290], [-4.627423, 16.877220, -26.767227], [-3.894248, 15.650360, -26.642987], [-4.306732, 14.799995, -27.592887], [-3.841769, 13.703878, -27.744979], [-5.270348, 15.301545, -28.352795], [-5.169586, 17.137533, -25.547289], [-5.898415, 17.234291, -28.542567], [-6.737616, 16.343175, -27.392035], [-3.911516, 17.643577, -27.057811], [-8.053806, 14.530437, -24.281272], [-6.686230, 13.907999, -23.978267], [-6.285140, 14.662293, -22.859111], [-6.896920, 15.885559, -22.922226], [-6.649746, 16.867474, -22.297701], [-7.775669, 15.894985, -23.934333], [-5.843857, 13.886873, -25.035713], [-8.825202, 14.123296, -23.627518], [-8.412336, 14.515054, -25.307582], [-6.905499, 12.890971, -23.652532], [-3.799854, 11.485222, -25.121945], [-2.490603, 12.316535, -25.038482], [-2.404305, 12.427913, -23.594051], [-3.589667, 12.092446, -22.989504], [-3.829588, 12.113985, -21.815881], [-4.460075, 11.701390, -23.897596], [-2.619856, 13.612188, -25.393281], [-3.632131, 10.404259, -25.086682], [-4.338787, 11.619942, -26.059818], [-1.666509, 11.851073, -25.576142], [-3.339161, 8.293867, -29.933982], [-3.954038, 9.349694, -30.826288], [-4.593823, 10.236678, -29.899682], [-4.599900, 9.696000, -28.672058], [-5.142169, 10.169633, -27.726675], [-3.914880, 8.481494, -28.650619], [-4.915297, 8.849503, -31.632686], [-2.251044, 8.366866, -29.906739], [-3.524472, 7.282397, -30.296469], [-3.206253, 9.923726, -31.370105], [-0.623897, 16.201087, -26.196271], [0.412897, 17.288038, -26.315385], [-0.054507, 17.997019, -27.440951], [-0.828821, 17.156709, -28.198768], [-1.114297, 17.445137, -29.318392], [-1.087510, 16.025793, -27.538937], [1.623619, 16.744735, -26.613980], [-1.465668, 16.425018, -25.539385], [-0.218490, 15.266788, -25.809991], [0.541506, 17.912556, -25.433498], [-0.135475, 13.127216, -19.171214], [-1.441430, 12.427362, -19.457923], [-1.950303, 12.059604, -18.200213], [-0.961813, 12.221158, -17.246205], [-1.079531, 12.040273, -16.082202], [0.149350, 12.670018, -17.835131], [-1.240067, 11.242136, -20.091165], [-0.285746, 14.190333, -19.369698], [0.643055, 12.864410, -19.883192], [-2.038589, 13.086704, -20.088244], [-5.666959, 13.159373, -19.679922], [-6.840624, 12.381173, -20.222407], [-7.656264, 12.920475, -20.945841], [-6.843376, 11.196445, -19.970330], [-5.015890, 12.475223, -19.148437], [-6.103811, 13.942698, -19.065550], [-5.188164, 13.541890, -20.576758], [-6.937383, 9.542394, -24.810691], [-6.043833, 8.630092, -24.057064], [-4.909002, 8.433952, -24.485011], [-6.504392, 8.010595, -23.131894], [-7.829784, 8.921425, -24.872501], [-6.556716, 9.676655, -25.819862], [-7.094215, 10.477261, -24.282098]], "forces_ev_per_a": [[1.6, -0.3, -0.8], [-0.3, 0.1, -1.8], [0.3, 0.2, -0.1], [-0.3, 0.2, 0.9], [0.2, -0.1, -0.2], [0.4, 0.3, 0.5], [0.5, 0.1, 1.3], [0.1, -0.4, 0.8], [-0.4, 0.4, 0.3], [-0.3, -0.3, 0.6], [0.0, 0.1, -0.8], [1.3, 0.3, -0.8], [-1.2, -0.7, -0.3], [0.0, -2.1, 0.2], [-0.3, 1.1, -0.1], [0.7, 1.6, 1.1], [-0.4, 0.3, 0.1], [-0.3, -0.3, 0.4], [0.1, 0.0, 0.1], [0.0, -0.3, 0.3], [0.4, -0.7, 0.5], [1.0, -1.9, -0.9], [-1.4, 1.6, 0.8], [-0.4, -0.8, -1.0], [0.4, -0.4, 0.5], [0.4, 0.7, 0.1], [0.2, 0.4, 0.1], [-0.3, 0.1, -0.1], [-0.1, 0.4, 0.0], [-0.4, 0.6, 0.0], [-1.0, 0.5, -1.8], [-0.1, -1.2, 0.9], [-0.3, 0.9, -0.2], [0.8, -1.8, -0.1], [-0.2, 0.5, -0.2], [-0.2, 0.3, 0.1], [0.3, 0.4, -0.1], [0.6, 0.2, 0.0], [0.4, -0.1, 1.0], [-0.3, 0.3, 0.1], [0.6, 0.8, -0.4], [-2.7, -1.4, 0.9], [0.7, 0.2, -0.6], [0.4, 1.4, -0.6], [0.3, -1.0, 0.4], [-1.0, -0.3, 0.0], [0.5, 0.6, 0.1], [0.1, 0.0, 0.1], [0.3, -0.2, -0.1], [0.9, -0.1, 0.1], [1.2, -0.9, -1.1], [-2.2, -0.4, 1.8], [0.8, -0.8, 0.2], [0.4, 0.0, 0.5], [0.7, 0.4, -0.7], [-1.3, 0.5, -0.4], [0.1, 0.2, -0.7], [0.8, 0.1, -0.4], [-0.6, 0.7, 0.5], [0.4, 0.1, 0.6], [0.6, -0.8, -0.3], [0.1, 0.6, 0.9], [0.5, -0.3, -0.4], [0.4, -1.5, 0.4], [0.1, 0.0, 0.0], [-0.8, 1.6, -0.2], [0.0, 0.0, -0.3], [0.0, 0.4, 0.3], [-0.5, 0.1, 0.0], [-0.3, 0.0, -0.4], [-0.2, -1.0, 0.9], [-0.5, -0.1, -0.2], [0.1, 0.0, 0.6], [1.0, 0.9, -1.0], [-0.6, -0.6, 0.4], [-0.2, 0.2, 0.1], [0.3, 0.0, -0.1], [0.0, 0.4, -0.2], [0.2, 0.0, -0.3], [-0.2, 0.3, -0.2], [-0.1, -0.7, -0.2], [0.5, -0.4, -0.1], [-0.1, 1.0, 0.3], [-0.6, 0.3, -0.2], [-0.2, -0.3, -0.3], [1.0, 1.2, -0.7], [0.2, -0.2, -0.8], [0.1, 0.3, 1.2], [0.1, -0.6, 0.3], [-0.9, -0.5, 0.3], [-0.8, 0.2, -0.5], [0.8, -1.1, 0.0], [0.0, 0.6, 0.1], [-0.2, 0.0, 0.1], [-0.2, 0.0, 0.1], [0.3, 0.1, 0.0], [0.1, 0.3, 0.2], [-0.4, -0.6, -0.4], [0.5, -1.0, -0.4], [-1.0, 0.7, -0.8], [-0.8, 0.2, -0.5], [-0.3, 0.6, 0.1], [0.3, 0.2, 0.2], [0.0, -0.2, 0.2]], "mulliken_charge": [-0.069, 0.169, -0.375, 0.391, -0.507, 0.089, -0.195, 0.438, -0.209, 0.345, -0.139, 0.523, -0.404, 0.666, -0.596, -0.057, -0.405, -0.181, 0.400, 0.333, -0.557, 0.638, -0.190, 0.644, -0.526, -0.344, -0.324, 0.298, 0.321, 0.006, -0.644, 0.423, -0.202, 0.427, -0.353, -0.428, -0.246, 0.307, 0.283, 0.278, -0.525, 0.857, -0.207, 0.607, -0.562, -0.397, 0.056, 0.326, 0.363, -0.485, -0.761, 0.586, 0.012, 0.146, -0.514, 0.002, -0.308, 0.314, 0.075, 0.256, -0.398, 0.465, -0.394, 0.680, -0.512, -0.323, -0.320, 0.216, 0.351, 0.206, -0.042, 0.226, -0.372, 0.380, -0.550, 0.119, -0.287, 0.160, 0.043, 0.359, -0.268, 0.795, -0.362, 0.470, -0.514, -0.345, -0.235, 0.298, 0.174, 0.024, -0.722, 1.041, -0.609, -0.531, 0.405, 0.316, 0.131, -0.529, 1.259, -0.661, -0.607, 0.389, 0.081, 0.121]}